1.
Entry from the OMol25 dataset: a gas-phase ion, C44H40N2OP (charge +1) at a distorted geometry (ωB97M-V/def2-TZVPD).

```
! RIJCOSX wB97M-V def2-TZVPD def2/J DEFGRID3
* xyz 1 1
C -1.67154 -1.83405 4.71893
C -1.85615 -0.68013 3.95040
C -1.08319 -0.46877 2.80676
C -0.08311 -1.40033 2.47270
P 1.09996 -1.20316 1.07037
C 2.85319 -1.32740 1.67381
C 3.87728 -0.93984 0.78722
C 5.19772 -0.97393 1.22305
C 5.47350 -1.38068 2.53451
C 4.45379 -1.71221 3.43598
C 3.13355 -1.65076 3.01242
C 0.83278 -2.71961 0.06598
C 1.80806 -3.11107 -0.86368
C 1.66609 -4.29204 -1.59031
C 0.53888 -5.09751 -1.41810
C -0.45721 -4.69353 -0.53023
C -0.32303 -3.51053 0.19484
C 0.58743 0.29547 0.05030
C 1.75473 1.40152 0.18195
O 2.10649 2.14323 -0.73733
C 2.45547 1.82106 1.53939
C 1.88728 1.56026 2.80558
C 2.64248 1.76907 3.94589
C 3.89903 2.37832 3.78631
C 4.43928 2.75114 2.54335
C 3.69466 2.51103 1.39967
C 0.06553 -2.57854 3.22823
C -0.71020 -2.78801 4.36355
H -2.28909 -1.99600 5.60414
H -2.59259 0.07128 4.24048
H -1.25565 0.41629 2.19754
H 3.62983 -0.58170 -0.21645
H 5.99153 -0.69167 0.52993
H 6.51057 -1.44173 2.85950
H 4.66339 -2.02544 4.45442
H 2.31253 -1.80473 3.71369
H 2.68403 -2.48824 -1.01680
H 2.44035 -4.59527 -2.29495
H 0.42763 -6.02753 -1.98559
H -1.35823 -5.29960 -0.41877
H -1.13044 -3.20171 0.85307
H -0.25166 0.73564 0.63674
H 0.86194 1.14955 2.78785
H 2.20134 1.47059 4.90244
H 4.43097 2.59324 4.68598
H 5.39456 3.24492 2.41514
H 3.99406 2.74050 0.37422
H 0.81050 -3.31504 2.93648
H -0.55330 -3.68288 4.95621
C -0.29316 6.34928 -3.35205
N -1.05243 5.21781 -3.91324
C -2.13777 5.58266 -4.80932
C -0.99656 3.97069 -3.31176
C -0.99598 3.97491 -1.93372
C -0.99882 2.78265 -1.25471
C -0.65662 1.65731 -1.93253
C -0.44146 0.34614 -1.11363
C -1.79198 -0.37454 -1.06792
C -2.35061 -1.47270 -1.85234
C -1.80544 -2.45633 -2.68286
C -2.57237 -3.58199 -2.98189
C -3.84940 -3.75542 -2.41866
C -4.43098 -2.79831 -1.55979
C -3.63344 -1.71336 -1.26305
N -3.91280 -0.70863 -0.36815
C -5.18380 -0.42835 0.26121
C -2.84017 0.11306 -0.32809
C -0.84813 1.60860 -3.32393
C -1.00181 2.78155 -4.02362
H 0.75866 6.04486 -3.20668
H -0.33469 7.23635 -4.02390
H -0.67669 6.62763 -2.35073
H -2.41737 4.72103 -5.41651
H -3.04699 5.88072 -4.24210
H -1.86282 6.41532 -5.48439
H -1.05538 4.85534 -1.30948
H -1.00382 2.69726 -0.16774
H 0.16947 -0.32007 -1.66685
H -0.80706 -2.22226 -3.04681
H -2.11980 -4.30251 -3.67378
H -4.35438 -4.68886 -2.66516
H -5.43137 -2.92242 -1.14947
H -5.65978 -1.35232 0.55145
H -5.07316 0.20163 1.14138
H -5.89434 0.06829 -0.38933
H -2.76795 0.89336 0.41121
H -0.68747 0.68473 -3.86253
H -1.14631 2.84742 -5.08536
*
```

Properties
Orbital gap: 6.3 eV

2.
Entry from the OMol25 dataset: a molecular structure, C23H50BrCl2IKLiMgN3O11PS2 at a distorted geometry (ωB97M-V/def2-TZVPD).

```
! RIJCOSX wB97M-V def2-TZVPD def2/J DEFGRID3
* xyz 0 1
C -0.29471 -0.02522 5.83963
C 0.08898 1.13190 4.74252
N 0.61309 0.53996 3.41728
C -0.17624 1.31889 2.35558
N -1.46098 1.02649 1.88117
C -1.93417 2.07285 0.85149
Cl -1.57404 1.67151 -0.93449
C -3.54166 2.20280 1.16206
C -4.45915 1.01501 0.44558
C -5.83082 0.88220 1.34236
S -6.61885 2.58387 1.70329
C -1.17481 3.40345 1.52315
C -0.89956 4.68046 0.53867
C -1.82280 6.00130 0.80547
C -0.78730 7.26388 1.10726
I -3.42601 5.77139 2.26814
C 0.33788 2.68846 1.54434
H -0.57280 0.48214 6.87760
H -1.26429 -0.65372 5.53961
H 0.61858 -0.72712 6.05333
H -0.90971 1.71762 4.49941
H 0.82732 1.91037 5.21686
H 0.31632 -0.46209 3.42455
H -2.04326 0.20570 2.17972
H -3.89481 3.21425 0.63755
H -3.66429 2.21470 2.32670
H -4.73965 1.44741 -0.63040
H -3.81362 0.03923 0.39068
H -6.60517 0.16294 0.80078
H -5.51735 0.47111 2.41243
H -5.88684 3.10839 2.81584
H -1.34926 3.55417 2.67030
H 0.23841 4.99651 0.71060
H -0.97277 4.42994 -0.62094
H -2.34623 6.27721 -0.23159
H -1.33324 8.20062 1.55345
H 0.16613 6.92917 1.71606
H -0.39677 7.60280 0.03134
H 0.77053 2.42843 0.47865
H 1.03809 3.36533 2.22417
C 1.40337 1.34096 -2.19108
C 2.83651 1.75759 -2.36733
O 3.16766 2.93860 -2.44918
N 3.78466 0.77926 -2.43627
C 3.59951 -0.64899 -2.36131
H 0.76523 2.22859 -2.15339
H 1.08613 0.72284 -3.03663
H 1.28591 0.79061 -1.25257
H 4.72573 1.13854 -2.55522
H 4.18204 -1.02303 -1.51560
H 3.98409 -1.09026 -3.28423
H 2.55300 -0.92883 -2.23355
O -9.34920 5.56222 -1.90883
C -8.51100 5.56820 -0.86254
C -9.32662 5.92045 0.46944
O -8.48696 5.93454 1.51416
H -7.67234 6.28600 -0.89662
H -7.97715 4.62675 -0.64307
H -10.16020 5.19687 0.50642
H -9.86731 6.85759 0.24808
C 2.16018 -4.78378 -5.79778
O 1.28678 -5.44780 -4.87782
P 1.38284 -4.93887 -3.22714
O 1.83267 -3.52803 -3.62218
O 2.72302 -5.89487 -2.99905
C 2.94896 -7.05453 -3.79277
O 1.47890 -4.42994 -1.57647
C 0.84811 -5.34468 -0.69519
H 2.16663 -5.35475 -6.72976
H 1.80384 -3.77551 -6.00918
H 3.18837 -4.73366 -5.41038
H 3.51938 -6.79280 -4.67882
H 2.02061 -7.55505 -4.07095
H 3.56341 -7.76338 -3.22622
H 1.32654 -6.32825 -0.75978
H -0.20470 -5.43310 -0.95966
H 0.93114 -4.97458 0.32770
Mg -2.26020 0.21338 4.09372
C 3.31023 -6.79240 -9.00534
O 3.24228 -7.87438 -9.63693
O 2.79637 -5.79926 -9.71701
O 3.76324 -6.52190 -7.87068
H 2.58690 -6.40670 -10.45529
Li 2.23980 -0.18375 4.54970
Cl -6.16020 3.37340 -0.52530
C 5.44183 -4.34109 4.17155
S 5.41920 -3.22904 5.59826
O 4.07696 -2.55960 5.62704
C 6.60515 -2.04106 4.92391
H 4.73532 -5.15446 4.35343
H 5.14560 -3.79898 3.27042
H 6.44510 -4.75542 4.04763
H 6.23630 -1.64192 3.97604
H 7.56945 -2.53242 4.77466
H 6.72313 -1.22382 5.63934
K 4.63980 -4.50146 -7.81967
Br 6.73980 0.80166 5.84908
*
```

Properties
Orbital gap: 2.0 eV

3.
Entry from the OMol25 dataset: 8 unconnected molecules or ions with the total composition C24H64O8 at a distorted geometry (ωB97M-V/def2-TZVPD).

```
! RIJCOSX wB97M-V def2-TZVPD def2/J DEFGRID3
* xyz 0 1
C 1.34243 3.20798 -2.35575
C 2.42525 4.07007 -2.98321
C 3.80187 3.69201 -2.48522
O 2.43414 3.92182 -4.40661
H 1.46725 3.16773 -1.27096
H 1.42827 2.17560 -2.71276
H 0.31660 3.51048 -2.57912
H 2.24107 5.11987 -2.71280
H 3.81266 3.64652 -1.39385
H 4.55581 4.42248 -2.77734
H 4.09808 2.71053 -2.86047
H 1.55635 4.12481 -4.74370
C 0.19784 -2.31350 5.83646
C 0.76141 -1.97834 4.47976
C 1.33371 -0.56565 4.43187
O 1.76442 -2.92709 4.15888
H -0.48049 -1.55041 6.22329
H 0.96073 -2.48697 6.59974
H -0.36140 -3.25452 5.79541
H -0.05065 -2.05580 3.74484
H 1.91269 -0.34912 5.33860
H 0.56467 0.21235 4.40891
H 2.03393 -0.44746 3.60497
H 1.73369 -3.02922 3.19463
C -1.61063 -5.00601 -1.29928
C -1.71505 -3.87419 -2.30534
C -2.32737 -2.61605 -1.73114
O -0.43358 -3.52908 -2.82691
H -1.21209 -5.91878 -1.74669
H -2.55851 -5.20277 -0.79967
H -0.90233 -4.73335 -0.50600
H -2.36506 -4.24444 -3.11375
H -3.35101 -2.75161 -1.39425
H -2.26842 -1.82220 -2.47748
H -1.72853 -2.29805 -0.86902
H -0.04164 -4.28478 -3.27459
C 1.74177 -1.46853 -5.07135
C 2.20008 -1.42322 -3.61649
C 3.24679 -0.35713 -3.38100
O 1.09598 -1.15279 -2.75011
H 1.40695 -0.48105 -5.39089
H 0.88273 -2.14026 -5.17580
H 2.51978 -1.88003 -5.71522
H 2.63148 -2.40502 -3.36811
H 3.49587 -0.30640 -2.32019
H 2.84794 0.61419 -3.68862
H 4.14412 -0.53722 -3.97063
H 0.46421 -1.88214 -2.86289
C 2.28128 -4.40536 -0.49043
C 2.44339 -3.92657 0.94358
C 3.54896 -2.87782 1.03895
O 1.20749 -3.38151 1.42049
H 1.51065 -5.17437 -0.57032
H 3.21850 -4.81037 -0.87540
H 1.95236 -3.56547 -1.11158
H 2.71603 -4.75324 1.60293
H 3.30403 -2.03579 0.38281
H 4.48988 -3.29017 0.66885
H 3.65297 -2.51895 2.06107
H 1.01797 -2.61947 0.84502
C -2.95949 4.03210 -0.17343
C -3.76376 5.28055 -0.52326
C -3.16930 6.07103 -1.65408
O -5.10017 4.91731 -0.92704
H -3.20442 3.68755 0.83593
H -1.89452 4.27930 -0.18952
H -3.16871 3.18864 -0.83047
H -3.86097 5.89725 0.37778
H -3.76794 6.95606 -1.88025
H -3.13564 5.48509 -2.57567
H -2.16244 6.42086 -1.42249
H -5.55459 4.53731 -0.16912
C -2.90009 0.75434 2.48102
C -3.82758 0.86482 3.66009
C -3.11259 1.19363 4.96084
O -4.77710 1.89434 3.34187
H -2.27875 1.64013 2.35034
H -3.51674 0.66624 1.58171
H -2.27808 -0.13949 2.52543
H -4.35486 -0.08602 3.80888
H -2.53518 0.33941 5.32829
H -3.82077 1.43267 5.75786
H -2.41334 2.02111 4.83033
H -5.34861 1.99246 4.11001
C 1.66354 0.84561 0.81791
C 0.32528 0.15908 0.67514
C -0.67039 1.00544 -0.10480
O 0.48456 -1.10856 0.01659
H 2.17653 0.89902 -0.14714
H 2.30491 0.30808 1.51690
H 1.57408 1.87995 1.16046
H -0.13938 -0.07508 1.63569
H -1.62875 0.52908 -0.31679
H -0.26220 1.22373 -1.10135
H -0.85334 1.96587 0.37893
H 0.57349 -0.92307 -0.93273
*
```

Properties
Orbital gap: 10.0 eV
Relative energy (zero: lowest compared OMol25 entry of this formula, charge and spin): 2.23 kJ/mol

4.
Entry from the OMol25 dataset: a molecular structure, C4H9NOS at a distorted geometry (ωB97M-V/def2-TZVPD).

```
! RIJCOSX wB97M-V def2-TZVPD def2/J DEFGRID3
* xyz 0 1
C -0.52581 0.27508 0.05955
C -0.91143 1.33870 1.04682
C 0.37588 0.60739 -1.05177
C 0.22077 -2.11669 0.35826
N -0.45719 -0.94361 0.80145
O -3.32733 0.30364 0.15301
S -2.32620 -0.56212 -0.44172
H -2.02611 1.58210 0.89204
H -0.24262 2.26220 1.00759
H -0.86399 0.82347 2.02732
H 0.00158 1.36712 -1.66743
H 0.56633 -0.27734 -1.69378
H 1.42735 0.85538 -0.72811
H 1.38584 -1.82863 0.28077
H 0.20331 -2.92276 1.09520
H -0.38103 -2.40966 -0.55813
*
```

Properties
Orbital gap (alpha / beta): 8.0 / 7.8 eV
Relative energy (zero: lowest compared OMol25 entry of this formula, charge and spin): 417.20 kJ/mol

5.
Entry from the OMol25 dataset: 7 unconnected molecules or ions with the total composition C3H20N6O7 at a distorted geometry (ωB97M-V/def2-TZVPD).

```
! RIJCOSX wB97M-V def2-TZVPD def2/J DEFGRID3
* xyz 0 1
C 14.85867 -17.64739 6.88867
O 15.49901 -18.01099 7.86031
N 13.63958 -18.02591 6.50736
N 15.23895 -16.66423 6.04697
H 13.39563 -17.75493 5.56546
H 13.21413 -18.83361 6.93945
H 16.18241 -16.32265 6.16230
H 14.70681 -16.62614 5.18937
C 20.06828 -13.37310 6.60798
O 20.64317 -14.37684 7.09268
N 19.66074 -12.27856 7.17494
N 19.61031 -13.15196 5.33853
H 19.22737 -11.58626 6.58079
H 19.72579 -12.18265 8.17827
H 19.95042 -13.86948 4.71437
H 18.74524 -12.69324 5.09087
C 18.37282 -13.44006 9.86587
O 19.44846 -13.33670 10.51923
N 17.31069 -12.71175 10.07265
N 18.14442 -14.49860 9.12825
H 17.39733 -12.06315 10.84202
H 16.39647 -13.06793 9.83301
H 17.30428 -14.63995 8.58577
H 18.90914 -15.15752 9.09465
O 17.03306 -15.30508 3.81078
H 17.33434 -15.85065 3.08428
H 17.36153 -15.74601 4.59432
O 18.19488 -16.17696 6.10886
H 19.04561 -15.79316 6.32142
H 18.03276 -16.80566 6.81220
O 15.94930 -13.74467 6.83073
H 16.79483 -13.75821 6.38227
H 15.51352 -14.54781 6.54560
O 15.03105 -11.34466 8.17308
H 15.12131 -12.10475 7.59832
H 14.45292 -10.74985 7.69536
*
```

Properties
Orbital gap: 9.4 eV
Relative energy (zero: lowest compared OMol25 entry of this formula, charge and spin): 163.27 kJ/mol

6.
Entry from the OMol25 dataset: a molecular structure, C7H8F9N5O6RuS5 at a distorted geometry (ωB97M-V/def2-TZVPD).

```
! RIJCOSX wB97M-V def2-TZVPD def2/J DEFGRID3
* xyz 0 1
Ru -0.22073 0.21344 0.84162
F -2.09727 -1.90478 2.17042
C -2.69992 -2.64033 1.24090
F -3.91983 -2.14457 1.02846
F -2.81045 -3.88216 1.69822
S -1.78958 -2.68548 -0.37989
O -1.25310 -1.34564 -0.65447
O -2.80960 -3.14013 -1.26895
N -0.66236 -3.73949 -0.16398
S 0.75978 -3.23414 0.34601
O 1.77275 -3.24708 -0.65770
O 0.67078 -2.05633 1.20540
C 1.13981 -4.59762 1.51420
F 0.95166 -5.77321 0.93309
F 2.40381 -4.48712 1.89980
F 0.34182 -4.49448 2.57756
N 3.04262 1.72354 0.86561
C 2.62545 1.58710 -0.38275
N 3.15006 2.37170 -1.32122
S 1.52263 0.36984 -0.88048
H 3.61694 2.50268 1.13848
H 2.54597 1.22523 1.57749
H 3.70476 3.17530 -1.08036
H 2.73770 2.34798 -2.23666
S 0.15371 0.45364 4.11503
C 0.61066 0.41780 2.65379
F 0.97253 4.74238 1.99359
C 0.71646 4.70371 0.68349
F -0.09469 5.71624 0.38639
F 1.89817 4.92738 0.04533
C 0.14361 3.34277 0.21610
O 0.13456 2.46418 1.12103
O -0.17403 3.29667 -0.97756
N -3.97030 0.16589 -1.17964
C -2.88374 0.85389 -0.82412
N -2.10092 1.35600 -1.75226
S -2.59263 1.13034 0.86295
H -4.08485 -0.16047 -2.12639
H -4.45588 -0.34597 -0.46411
H -2.25842 1.14327 -2.72569
H -1.39302 2.06913 -1.51554
*
```

Properties
Orbital gap (alpha / beta): 6.7 / 6.8 eV
Relative energy (zero: lowest compared OMol25 entry of this formula, charge and spin): 331.59 kJ/mol

7.
Entry from the OMol25 dataset: a molecular structure, C4H6Br2N3O2 at a distorted geometry (ωB97M-V/def2-TZVPD).

```
! RIJCOSX wB97M-V def2-TZVPD def2/J DEFGRID3
* xyz 1 1
C 0.19227 0.01100 -0.12594
C -1.81110 0.53529 -1.02773
C -2.05405 -0.64544 0.03134
C 2.20714 -0.01388 0.09380
N -0.42645 0.83662 -0.87097
N -0.58273 -0.79853 0.51058
N 2.30331 -0.12338 1.59203
O 2.35394 0.86750 2.21813
O 2.32684 -1.27434 1.98355
Br 2.73318 -1.55579 -0.75867
Br 2.75781 1.67597 -0.63494
H -1.97266 0.20138 -2.09722
H -2.33711 1.57965 -0.96390
H -2.75910 -0.30238 0.85465
H -2.43317 -1.36044 -0.76209
H -0.00597 1.67145 -1.36555
H -0.49215 -1.30469 1.32293
*
```

Properties
Orbital gap: 9.6 eV
Relative energy (zero: lowest compared OMol25 entry of this formula, charge and spin): 224.07 kJ/mol